Record 1
A gas-phase ion, C3H4N3 (charge +1), computed with ωB97M-V/def2-TZVPD.

Last column: Mulliken charge in e.
Element x y z (Å)
N: 1.8632 -0.7530 -0.8675  0.054
C: 2.3356 0.0835 -0.2138  0.106
N: -0.2048 -0.6937 -0.8906  0.360
H: -1.2482 1.1253 1.3709  0.286
H: -2.5380 0.7657 0.2413  0.279
H: -1.8205 -0.5726 1.2101  0.347
H: 3.1074 0.6572 0.2351  0.408
N: -0.6510 0.2381 -0.3206  -0.267
C: -1.6179 0.3624 0.6791  -0.566
C: 0.7743 -1.2129 -1.4439  -0.008

The calculation puts the HOMO energy (spin up / spin down) at -14.7 / -14.7 eV. The HOMO-LUMO gap (spin up / spin down) is 0.3061 / 0.3061 Ha. Its LUMO energy (spin up / spin down) is -6.36 / -6.36 eV. The charge is +1.


Record 2
A gas-phase ion, C3H4N3 (charge +1), computed with ωB97M-V/def2-TZVPD.

Last column: Mulliken charge in e.
Element x y z (Å)
H: 1.1340 -2.1207 0.1190  0.340
C: -1.7805 1.2306 0.0484  0.042
H: -1.1757 -1.9898 0.0622  0.267
N: 0.7183 -1.1311 0.0944  -0.113
H: -2.1769 2.2168 0.0827  0.383
C: 1.4029 -0.0495 0.1176  0.439
H: 2.1365 1.5461 -0.7347  0.330
N: 1.7551 1.0980 0.0758  -0.289
C: -0.6937 -0.9624 -0.0999  -0.278
N: -1.3200 0.1621 0.2343  -0.122

The calculation puts the HOMO energy at -12.2 eV. The HOMO-LUMO gap is 0.2885 Ha. Its LUMO energy is -4.35 eV. The charge is +1.


Record 3
A molecular structure, C3H4N3, computed with ωB97M-V/def2-TZVPD.

Last column: Mulliken charge in e.
Element x y z (Å)
C: 0.3027 0.5808 0.0160  -0.997
C: -3.1617 -0.6626 -0.1370  0.309
C: -1.0805 0.1019 -0.0110  0.608
N: -2.0832 0.9138 0.1298  0.218
H: 0.7046 0.5108 1.0327  0.326
H: -1.3095 -1.9570 -0.6358  0.303
N: -3.3291 0.5327 0.2210  -0.314
N: -1.5591 -1.1213 -0.1699  -0.106
H: 0.5531 1.6961 -0.0732  0.343
H: 1.1601 -0.0503 -0.5523  0.312

The calculation puts the HOMO energy (spin up / spin down) at -16.5 / -16.5 eV. The HOMO-LUMO gap (spin up / spin down) is 0.2879 / 0.3136 Ha. Its LUMO energy (spin up / spin down) is -8.69 / -8.01 eV. The charge is +1.


Record 4
2 unconnected molecules or ions with the total composition C3H4N3, computed with ωB97M-V/def2-TZVPD.

Last column: Mulliken charge in e.
Element x y z (Å)
H: -2.8043 0.7406 2.8013  0.284
H: 2.4866 -1.8447 -0.6356  0.311
N: -2.3972 0.6405 1.9380  -0.007
C: 1.8530 -1.4156 -1.2855  -0.669
H: 1.5981 -2.0770 -2.2144  0.263
C: 1.1287 -0.3850 -0.9200  0.637
H: -0.8105 1.8675 -0.3854  0.377
C: -1.6489 0.4440 1.0856  -0.153
N: -0.0025 1.4358 0.0949  -0.648
N: 0.5970 0.5941 -0.4790  0.603

The calculation puts the HOMO energy (spin up / spin down) at -15.1 / -15.1 eV. The HOMO-LUMO gap (spin up / spin down) is 0.3184 / 0.3184 Ha. Its LUMO energy (spin up / spin down) is -6.47 / -6.47 eV. The charge is +1.


Record 5
A gas-phase ion, C3H4N3O (charge +1), computed with ωB97M-V/def2-TZVPD.

Last column: Mulliken charge in e.
Element x y z (Å)
H: 1.4695 -1.7697 0.1647  0.316
C: 0.9473 -0.7983 -0.0314  -0.138
C: -0.3759 -1.0977 -0.0200  -0.034
N: 0.4912 1.5204 -0.0221  -0.351
N: -0.7438 1.2897 -0.0116  0.076
N: -1.3351 -0.2308 0.0103  0.638
H: -0.5988 -2.1644 0.0964  0.389
H: 2.5305 0.8196 -0.0241  0.367
C: 1.4059 0.5937 0.0312  -0.085
H: -1.2747 2.1436 -0.1455  0.283
O: -2.5161 -0.3061 -0.0480  -0.460

As for the SMILES: O=[n+]1cccn[nH]1. The calculation puts the HOMO energy (spin up / spin down) at -15.3 / -15.3 eV. The HOMO-LUMO gap (spin up / spin down) is 0.3093 / 0.3094 Ha. Its LUMO energy (spin up / spin down) is -6.88 / -6.88 eV. The charge is +1.


Record 6
2 unconnected molecules or ions with the total composition C3H4N3O2, computed with ωB97M-V/def2-TZVPD.

Last column: Mulliken charge in e.
Element x y z (Å)
O: 2.9331 3.3061 0.7054  -0.147
H: -0.3119 -1.7382 1.1494  0.289
H: -2.0757 -2.0954 0.5541  0.229
N: -2.0073 -0.1316 -0.9039  -0.373
C: 1.8870 -0.0096 -0.0811  0.648
O: 1.8187 -1.1713 -0.1816  -0.194
N: -1.2379 -1.4972 0.7160  -0.308
C: 2.5554 2.2861 0.3180  0.648
H: -2.9229 -0.3371 -0.6031  0.231
H: -2.0440 0.7156 -1.5863  0.258
N: 2.4396 1.1050 -0.0554  -0.140
C: -1.0341 -0.4323 -0.0314  -0.142

The calculation puts the HOMO energy (spin up / spin down) at -12.6 / -12.6 eV. The HOMO-LUMO gap (spin up / spin down) is 0.2417 / 0.2417 Ha. Its LUMO energy (spin up / spin down) is -6.02 / -6.02 eV. The charge is +1.


Record 7
A molecular structure, C3H4N3O3S, computed with ωB97M-V/def2-TZVPD.

Last column: Mulliken charge in e.
Element x y z (Å)
N: -1.9712 -1.1150 0.2940  -0.140
H: -2.6514 -0.4828 0.8986  0.315
C: -2.3041 -2.2807 -0.4377  0.459
H: 2.8384 2.6960 0.8259  0.415
O: 0.1272 0.1221 0.3516  -0.519
H: 1.4642 2.2752 1.7085  0.314
S: 2.1506 0.6796 -0.3067  0.788
C: -0.5864 -0.8230 0.0731  0.664
O: -3.3838 -2.7165 -0.5558  -0.322
O: 2.0508 0.9389 -1.6787  -0.277
N: -0.1102 -1.8846 -0.7243  0.005
N: -0.9904 -2.6755 -1.0109  -0.218
H: 1.4474 2.9686 -0.0169  0.374
C: 1.9188 2.2976 0.5793  -0.858

The calculation puts the HOMO energy at -14.5 eV. The HOMO-LUMO gap is 0.2891 Ha. Its LUMO energy is -6.59 eV. The charge is +1.


Record 8
A molecular structure, C3H4N3O4P, computed with ωB97M-V/def2-TZVPD.

Last column: Mulliken charge in e.
Element x y z (Å)
O: -2.6972 -1.1906 0.7392  -0.357
O: -3.2756 1.1035 0.8571  -0.627
C: -0.3529 -0.7780 0.5150  -0.356
N: -1.6938 -0.3237 1.0597  -0.109
H: -0.7243 -1.6723 -0.0407  0.345
P: -3.5540 -0.2243 -0.3650  1.117
C: 0.3388 0.3395 -0.2400  -0.262
O: -2.6693 0.3637 -1.3421  -0.539
N: -2.0459 0.9551 0.7219  1.431
H: 1.2348 0.1850 -0.9377  0.283
H: 0.4029 -1.0129 1.2166  0.337
C: -0.0755 1.5888 -0.2470  -0.345
O: -4.9020 -0.7202 -0.3843  -0.746
H: 0.3102 2.3893 -0.6922  0.566
N: -1.3255 1.8246 0.2909  -0.739

The calculation puts the HOMO energy at -10.1 eV. The HOMO-LUMO gap is 0.3271 Ha. Its LUMO energy is -1.23 eV. The charge is 0.


Taking the records one at a time from the top gives strongest force on any atom values of 2.57, 4.04, 5.55, 5.08, 5.87, 4.62, 5.10, 5.02 eV Å⁻¹.
Taking the records one at a time from the top gives calculated total energy values of -280.47618, -280.54943, -280.46177, -280.50747, -355.76906, -431.09304, -904.49378, -923.13200 Eh.